{
  "formula": "CH6N4O2",
  "method": "ωB97M-V/def2-TZVPD",
  "elements": ["N", "N", "N", "O", "H", "H", "H", "H", "H", "N", "H", "O", "C"],
  "xyz": [[-1.601, -0.498, -0.443], [0.553, -0.958, -0.018], [1.992, -0.602, 0.072], [-2.463, 0.084, 0.377], [2.605, -1.222, -0.897], [1.514, 1.181, 0.136], [2.411, -1.128, 1.078], [-2.417, -0.353, 1.324], [-1.776, -1.533, -0.405], [-0.201, 1.347, -0.589], [-1.053, 1.918, -0.577], [0.774, 1.801, 0.299], [-0.339, -0.037, -0.357]],
  "charge": 0,
  "gap_ev": 9.515,
  "homo_energy_ev": -8.83,
  "max_force_ha_per_bohr": 0.102
}